Formula: C2H8NO
Source: OMol25
Level of theory: ωB97M-V/def2-TZVPD

```
12
Properties=species:S:1:pos:R:3
O -0.520 2.526 1.001
H 0.217 2.494 1.628
C 0.147 -1.253 0.586
C 0.402 -0.488 -0.718
N -0.803 0.179 -1.151
H -0.907 -1.446 0.791
H 0.504 -0.618 1.403
H 0.753 -2.148 0.635
H 0.793 -1.144 -1.496
H 1.185 0.236 -0.458
H -0.593 0.914 -1.822
H -1.178 0.747 -0.398
```

Computed properties:
Gap between HOMO and LUMO (eV): 6.70
Relative energy (zero: lowest compared OMol25 entry of this formula, charge and spin) (kcal/mol): 11.43
Charge: -1
HOMO level (eV): -2.381

Formula: C50H62MgN3O6P2S
Source: OMol25
Level of theory: ωB97M-V/def2-TZVPD

```
125
Properties=species:S:1:pos:R:3
Mg 0.932 0.080 0.445
O -0.364 -0.126 3.103
C 0.639 -0.574 2.521
C 1.631 -1.264 3.447
C 1.599 -1.053 4.823
C 2.521 -1.667 5.651
C 3.486 -2.510 5.103
C 3.527 -2.725 3.734
C 2.607 -2.095 2.895
P 2.545 -2.330 1.066
C 4.192 -3.054 0.730
C 4.403 -4.264 0.078
C 5.690 -4.680 -0.245
C 6.781 -3.890 0.076
C 6.582 -2.667 0.709
C 5.300 -2.249 1.024
C 1.399 -3.778 0.992
C 0.236 -3.651 0.236
C -0.713 -4.667 0.207
C -0.504 -5.828 0.933
C 0.655 -5.971 1.690
C 1.594 -4.952 1.721
H 0.831 -0.400 5.220
H 2.498 -1.495 6.721
H 4.210 -2.998 5.744
H 4.288 -3.376 3.320
H 3.559 -4.889 -0.187
H 5.836 -5.627 -0.751
H 7.782 -4.219 -0.172
H 7.428 -2.033 0.946
H 5.148 -1.287 1.502
H 0.069 -2.749 -0.344
H -1.611 -4.548 -0.388
H -1.242 -6.621 0.916
H 0.821 -6.875 2.262
H 2.484 -5.065 2.330
O -2.723 0.500 -7.490
S -1.874 0.158 -8.611
O -1.341 1.291 -9.344
O -2.350 -0.938 -9.429
C -0.368 -0.521 -7.840
N 0.559 -1.036 -8.660
C 1.661 -1.486 -8.083
C 1.874 -1.449 -6.712
C 0.851 -0.912 -5.956
N -0.261 -0.450 -6.518
C 0.894 -0.797 -4.464
C -0.141 -0.140 -3.814
C -0.117 -0.045 -2.439
N 0.859 -0.558 -1.673
C 1.863 -1.176 -2.306
C 1.916 -1.320 -3.680
H 2.418 -1.899 -8.745
H 2.796 -1.816 -6.283
H -0.949 0.280 -4.398
H -0.902 0.464 -1.901
H 2.660 -1.564 -1.681
H 2.757 -1.841 -4.116
C 2.756 3.378 -0.349
C 3.371 2.052 0.115
C 4.226 2.305 1.362
C 4.259 1.485 -1.001
O 2.374 1.153 0.418
H 3.518 4.111 -0.630
H 2.144 3.799 0.454
H 2.110 3.196 -1.211
H 4.995 3.064 1.190
H 4.716 1.376 1.668
H 3.581 2.630 2.183
H 5.150 2.099 -1.172
H 3.697 1.422 -1.937
H 4.578 0.476 -0.724
O -0.973 0.805 0.254
P -2.176 1.347 1.004
C -1.728 2.474 2.363
C -2.751 3.603 2.671
C -2.053 4.916 3.033
C -0.932 4.668 4.040
C 0.156 3.738 3.453
C -0.302 3.029 2.177
C -3.174 2.240 -0.222
C -3.680 1.301 -1.344
C -3.935 2.062 -2.658
C -4.386 3.491 -2.373
C -3.252 4.283 -1.699
C -2.348 3.379 -0.845
C -3.165 0.039 1.763
C -3.202 -1.233 0.899
C -3.899 -2.352 1.673
C -5.286 -1.920 2.213
C -5.660 -0.496 1.799
C -4.579 0.506 2.207
H -1.673 1.798 3.221
H -3.369 3.294 3.518
H -3.438 3.781 1.842
H -2.788 5.613 3.441
H -1.644 5.385 2.133
H -1.372 4.213 4.933
H -0.494 5.615 4.359
H 0.432 2.980 4.190
H 1.063 4.305 3.233
H 0.395 2.225 1.948
H -0.264 3.713 1.326
H -4.042 2.683 0.273
H -4.605 0.818 -1.018
H -2.952 0.509 -1.520
H -4.678 1.528 -3.250
H -3.024 2.089 -3.263
H -5.266 3.464 -1.722
H -4.697 3.987 -3.293
H -3.673 5.074 -1.073
H -2.644 4.774 -2.461
H -1.847 3.979 -0.084
H -1.559 2.934 -1.456
H -2.580 -0.224 2.645
H -2.180 -1.528 0.661
H -3.713 -1.060 -0.050
H -3.253 -2.651 2.502
H -4.001 -3.226 1.027
H -5.293 -1.974 3.305
H -6.058 -2.610 1.865
H -6.607 -0.216 2.264
H -5.820 -0.451 0.718
H -4.591 0.617 3.294
H -4.832 1.488 1.802
```

Computed properties:
Gap between HOMO and LUMO (eV): 7.10
Relative energy (zero: lowest compared OMol25 entry of this formula, charge and spin) (kcal/mol): 0.00
Charge: -1
HOMO level (eV): -5.263

Formula: C21H22F2N3
Source: OMol25
Level of theory: ωB97M-V/def2-TZVPD

```
48
Properties=species:S:1:pos:R:3
F 0.714 -0.518 -6.568
C 1.128 -0.166 -5.299
C 2.414 0.355 -5.162
C 2.832 0.694 -3.859
C 1.967 0.578 -2.777
C 0.630 0.080 -2.928
C -0.228 0.072 -1.779
C -1.497 -0.542 -1.559
C -1.959 -0.498 -0.211
C -3.136 -1.082 0.222
C -4.005 -1.655 -0.724
C -3.592 -1.682 -2.053
F -4.451 -2.231 -2.984
C -2.368 -1.185 -2.500
C 0.252 -0.342 -4.240
H 3.063 0.479 -6.027
H 3.851 1.065 -3.705
H 2.310 0.867 -1.774
H 0.118 0.692 -0.941
H -1.343 0.041 0.507
H -3.382 -1.068 1.289
H -4.974 -2.065 -0.431
H -2.101 -1.277 -3.544
H -0.723 -0.776 -4.426
C -2.895 1.149 4.007
C -1.986 1.607 3.056
N -0.730 1.328 3.563
C 0.611 1.664 3.012
C 1.302 0.360 2.587
C 2.835 0.306 2.378
C 3.064 -0.628 1.160
C 1.636 -0.941 0.658
N 0.771 0.020 1.285
C -0.912 0.680 4.769
N -2.207 0.576 5.048
H -3.971 1.215 3.971
H -2.155 2.043 2.082
H 0.454 2.326 2.137
H 1.215 2.169 3.800
H 1.074 -0.392 3.375
H 3.190 1.318 2.160
H 3.376 -0.075 3.254
H 3.632 -0.119 0.367
H 3.577 -1.562 1.441
H 1.481 -0.923 -0.424
H 1.355 -1.935 1.007
H -0.164 -0.353 1.409
H -0.074 0.331 5.373
```

Computed properties:
Gap between HOMO and LUMO (eV): 4.71
Relative energy (zero: lowest compared OMol25 entry of this formula, charge and spin) (kcal/mol): 23.24
Charge: +1
HOMO level (eV): -11.077

Formula: C33H25N3O2PbS4
Source: OMol25
Level of theory: ωB97M-V/def2-TZVPD

```
68
Properties=species:S:1:pos:R:3
Pb 0.633 1.301 -0.714
S 3.281 1.373 -2.194
C 4.351 0.252 -1.434
C 5.513 -0.128 -2.130
C 6.357 -1.107 -1.649
C 6.054 -1.751 -0.455
C 4.939 -1.369 0.274
C 4.093 -0.371 -0.193
S 2.791 0.226 0.851
C 2.031 -1.314 1.442
C 0.583 -1.101 1.825
C -0.146 -2.159 2.361
C -1.452 -1.928 2.743
C -1.970 -0.641 2.660
C -1.175 0.365 2.142
C -1.613 1.800 2.150
S -1.952 2.424 0.470
C -1.435 4.119 0.585
C -2.441 5.074 0.445
C -2.143 6.425 0.455
C -0.821 6.818 0.624
C 0.179 5.873 0.763
C -0.089 4.499 0.732
S 1.262 3.386 0.945
N 0.059 0.109 1.675
H 5.716 0.359 -3.075
H 7.240 -1.383 -2.209
H 6.698 -2.534 -0.076
H 4.738 -1.839 1.229
H 2.567 -1.655 2.329
H 2.126 -2.072 0.666
H 0.305 -3.138 2.458
H -2.059 -2.735 3.130
H -2.974 -0.419 2.994
H -0.802 2.407 2.552
H -2.508 1.917 2.758
H -3.464 4.739 0.329
H -2.929 7.159 0.337
H -0.566 7.870 0.643
H 1.208 6.186 0.889
O 1.558 -0.563 -2.480
C 1.927 -1.762 -2.343
C 3.119 -2.251 -2.989
C 3.586 -3.509 -2.782
C 2.886 -4.425 -1.949
C 1.706 -4.045 -1.390
C 1.179 -2.728 -1.550
C -0.121 -2.493 -1.071
N -0.766 -1.331 -1.100
N -2.023 -1.483 -0.764
C -2.803 -0.374 -1.109
O -2.454 0.504 -1.879
C -4.159 -0.383 -0.477
C -4.612 -1.458 0.286
C -5.866 -1.410 0.877
C -6.671 -0.291 0.714
C -6.225 0.780 -0.051
C -4.976 0.732 -0.647
H 3.633 -1.554 -3.637
H 4.500 -3.827 -3.270
H 3.268 -5.426 -1.797
H 1.132 -4.755 -0.803
H -0.690 -3.356 -0.720
H -3.977 -2.324 0.403
H -6.220 -2.251 1.461
H -7.649 -0.255 1.177
H -6.854 1.651 -0.182
H -4.611 1.549 -1.254
```

Computed properties:
Gap between HOMO and LUMO (alpha / beta) (eV): 5.65 / 5.10
HOMO level (alpha / beta) (eV): -7.279 / -7.136

| no. | energy (hartree) |
| --- | --- |
| 1 | -210.9660 |
| 2 | -3839.4347 |
| 3 | -1177.1050 |
| 4 | -3372.8473 |